{"formula": "C8H17ClSi", "method": "ωB97M-V/def2-TZVPD", "relative_energy_kcal_mol": 14.6, "orbital_gap_ha": [0.27640, 0.31919], "spin_multiplicity": 3, "homo_ev": [-6.55, -9.88], "charge": 0, "s2": 2.013, "elements": ["Cl", "Si", "C", "C", "C", "C", "C", "C", "C", "C", "H", "H", "H", "H", "H", "H", "H", "H", "H", "H", "H", "H", "H", "H", "H", "H", "H"], "coordinates": [[-2.1407, 0.6540, -2.0296], [-0.5914, 0.1804, -0.7735], [-1.6215, -3.0648, 1.6736], [-1.8928, 1.6628, 1.2703], [2.2645, -0.2525, -1.1130], [-0.0784, 2.8464, 0.0100], [0.9566, -0.0337, -1.8680], [-0.5274, 1.5081, 0.6062], [2.2132, -1.4734, -0.2076], [-1.3366, -2.9253, 0.4159], [-2.1929, 0.7405, 1.7589], [-1.5949, -2.2428, 2.3725], [0.7897, -0.8768, -2.5392], [3.0732, -0.3775, -1.8393], [-1.8670, 2.4559, 2.0144], [-0.7801, 3.1783, -0.7535], [0.1955, 1.2134, 1.3724], [3.1877, -1.6553, 0.2419], [1.4809, -1.3304, 0.5859], [2.5024, 0.6333, -0.5167], [1.9199, -2.3545, -0.7748], [-1.9132, -4.0182, 2.1210], [-2.6517, 1.9163, 0.5332], [1.0571, 0.8504, -2.5054], [-1.3230, -3.6122, -0.4050], [0.9103, 2.7690, -0.4383], [-0.0397, 3.6084, 0.7875]], "forces_ev_per_a": [[-0.4292, 0.2545, -0.4297], [0.6735, -0.1963, 0.5415], [-0.0698, 0.0241, 0.3446], [0.0895, -0.1783, -0.0998], [-0.0271, -0.0404, 0.0736], [0.0622, -0.1511, 0.0605], [-0.0595, 0.4402, 0.1460], [0.0419, 0.2236, -0.4632], [0.1277, 0.1651, -0.0634], [-0.1655, -0.6322, 0.3141], [-0.1437, -0.1169, 0.1127], [0.0530, 0.3105, 0.1335], [-0.1877, -0.0693, -0.0456], [0.0110, 0.0814, 0.0524], [0.0052, 0.1057, 0.1224], [-0.0378, 0.0738, -0.0891], [0.0795, -0.2032, -0.1111], [0.0031, -0.1004, 0.1112], [-0.0591, -0.0837, 0.1441], [0.0581, 0.0058, -0.0290], [-0.0122, -0.1399, -0.0148], [0.0233, -0.0246, -0.1877], [-0.1093, 0.0430, -0.0346], [-0.1387, 0.0512, -0.0694], [0.0897, -0.0724, -0.4918], [0.1033, 0.0819, -0.0854], [0.0185, 0.1478, 0.0579]]}

{"formula": "C3H7N3O", "method": "ωB97M-V/def2-TZVPD", "relative_energy_kcal_mol": 134.2, "orbital_gap_ha": 0.36243, "homo_ev": -9.69, "charge": 0, "elements": ["O", "N", "N", "N", "C", "C", "C", "H", "H", "H", "H", "H", "H", "H"], "coordinates": [[1.2553, 0.2923, -0.9069], [0.3599, -1.0826, 1.4324], [-0.2852, 0.5385, -0.2412], [-1.9759, -0.2623, 2.7621], [-1.6186, 0.2720, 1.6792], [-0.3676, -0.1695, 0.9206], [1.0797, 0.1236, -2.3238], [-2.2211, 1.0651, 1.2414], [2.0812, 0.1243, -2.7550], [1.1901, -1.2616, 0.8720], [0.7273, 1.2399, -0.4592], [-1.2967, -0.9847, 3.0319], [0.5881, -0.8300, -2.5114], [0.4835, 0.9352, -2.7421]], "forces_ev_per_a": [[-0.4932, -0.2878, 0.2232], [-0.1370, 0.2973, -0.1161], [0.9262, 0.6529, -0.9153], [0.1016, 0.1279, -0.0229], [-0.0282, -0.3077, -0.0662], [0.3671, -0.3971, 0.6779], [-0.0807, 0.0385, 0.1268], [0.0333, 0.0105, -0.0207], [-0.0557, 0.0393, 0.0426], [-0.0849, 0.0030, -0.0661], [-0.5847, -0.2183, 0.1956], [-0.0179, 0.0369, -0.1466], [0.0118, 0.0432, 0.0538], [0.0422, -0.0386, 0.0342]]}

{"formula": "C25H37N5O", "method": "ωB97M-V/def2-TZVPD", "relative_energy_kcal_mol": 0.0, "smiles": "Cc1ccc(C)c(N2CCN(CCCNC(=O)Cn3cc4c(n3)CC[C@@H](C)C4)CC2)c1", "orbital_gap_ha": 0.29907, "homo_ev": -7.42, "charge": 0, "elements": ["O", "N", "N", "N", "N", "N", "C", "C", "C", "C", "C", "C", "C", "C", "C", "C", "C", "C", "C", "C", "C", "C", "C", "C", "C", "C", "C", "C", "C", "C", "C", "H", "H", "H", "H", "H", "H", "H", "H", "H", "H", "H", "H", "H", "H", "H", "H", "H", "H", "H", "H", "H", "H", "H", "H", "H", "H", "H", "H", "H", "H", "H", "H", "H", "H", "H", "H", "H"], "coordinates": [[-3.3906, -0.5896, 1.0384], [0.4060, -0.5396, 2.5791], [-3.1795, -1.2142, -1.1354], [-0.3896, -1.4542, -0.0229], [-2.4590, 1.4846, -1.5760], [-2.3224, 0.8496, -2.7444], [-1.2468, 1.3654, -3.3210], [1.6581, -0.6156, 3.1979], [-0.0166, -2.3921, 1.0172], [-3.5027, 1.1163, -0.6643], [-1.5383, -3.0102, -1.5740], [0.4325, -0.2685, 0.0975], [1.7335, -1.0346, 4.5385], [4.0679, -0.2613, 3.1902], [2.9753, -1.1025, 5.1489], [-1.4829, 2.3971, -1.3901], [2.4128, 3.2724, -4.5557], [-0.6869, 0.9491, -4.6349], [-0.3985, -2.0045, -1.3602], [0.3017, 2.0136, -5.1157], [-2.8408, -2.5932, -0.8852], [0.5064, -1.3436, 5.3466], [5.3096, 0.1534, 2.4567], [-0.6731, 2.3553, -2.5053], [0.5447, 3.1270, -2.8795], [2.8327, -0.2102, 2.5633], [-0.3455, -1.7618, 2.3757], [-3.3295, -0.3276, -0.1438], [1.2883, 2.3999, -4.0073], [0.1882, 0.3643, 1.4741], [4.1353, -0.7361, 4.4911], [-0.5854, -3.3146, 0.9010], [1.1971, 3.2552, -2.0119], [-0.5394, -1.1644, -2.0463], [1.7231, 1.4802, -3.5981], [6.0595, 0.5292, 3.1491], [3.0314, -1.4301, 6.1780], [0.8035, 1.2563, 1.6027], [0.2939, -2.4135, 5.3619], [2.9793, 2.7374, -5.3146], [-1.4894, 0.8032, -5.3605], [0.2554, 4.1264, -3.2224], [2.0067, 4.1764, -5.0052], [-1.4317, 2.9949, -0.5028], [-0.1714, -0.0107, -4.5200], [0.5619, -2.4885, -1.6215], [5.7370, -0.7011, 1.9299], [-3.6546, -3.2399, -1.2349], [1.5033, -0.5123, -0.0356], [-1.7050, -3.1046, -2.6492], [1.0620, -2.6402, 0.9728], [5.0896, 0.9257, 1.7225], [0.6574, -1.0263, 6.3770], [-1.2557, -3.9944, -1.1977], [-3.4958, 1.7991, 0.1861], [-2.7536, -2.6936, 0.1982], [-0.8682, 0.6542, 1.5163], [-3.0296, -0.8423, -2.0706], [-1.4116, -1.5119, 2.3866], [0.1503, 0.4459, -0.6798], [0.8491, 1.6367, -5.9817], [3.0948, 3.5620, -3.7592], [5.0881, -0.7985, 4.9964], [-0.3570, -0.8242, 4.9395], [2.7939, 0.1537, 1.5475], [-0.2474, 2.9049, -5.4277], [-0.1240, -2.4745, 3.1665], [-4.4717, 1.1791, -1.1717]], "forces_ev_per_a": [[-0.0730, 0.0250, 0.4588], [-0.1677, 0.1773, 0.0612], [-0.0001, -0.3172, -0.4198], [0.1176, -0.0199, -0.0794], [0.4601, 0.3947, -0.1955], [-0.2454, -0.1783, -0.5062], [-0.0410, 0.2159, 0.4256], [0.2900, 0.0339, 0.2296], [-0.1573, 0.0476, 0.2508], [-0.3611, -0.3888, 0.4083], [0.0227, 0.2624, 0.1612], [-0.0066, 0.1913, 0.1453], [-0.0544, -0.0654, 0.0066], [0.0264, 0.0162, 0.0943], [0.0561, -0.0351, -0.0896], [0.1386, -0.0160, -0.3059], [-0.1231, -0.2482, 0.1376], [-0.0879, -0.0548, -0.1542], [-0.0348, -0.1353, -0.0556], [0.1108, -0.2791, 0.1774], [0.0520, -0.2756, 0.0973], [0.0562, -0.0092, -0.0180], [-0.0167, -0.0906, -0.0138], [-0.1993, -0.0093, 0.1828], [0.0795, -0.0829, 0.0298], [-0.0587, 0.0021, -0.0237], [-0.0040, -0.4026, -0.1575], [-0.1924, 0.5076, -0.3255], [0.0245, 0.3483, -0.1572], [0.0971, 0.1628, -0.3187], [0.0150, 0.0245, -0.0404], [-0.0103, -0.0671, 0.0010], [0.0507, 0.0645, -0.0452], [0.0463, -0.0152, 0.0093], [-0.0315, -0.0226, 0.0181], [0.0801, 0.0442, -0.0054], [-0.0172, -0.0117, 0.1108], [-0.0325, 0.0005, 0.0129], [-0.1077, -0.0488, 0.0047], [0.0894, -0.0073, -0.0892], [0.0209, -0.0522, 0.0108], [0.1112, 0.0317, -0.0250], [-0.0299, 0.1273, -0.0601], [-0.0365, 0.1196, 0.2385], [-0.0075, 0.0083, -0.0555], [-0.0357, 0.0879, -0.0205], [0.0794, 0.0121, -0.0556], [0.0845, 0.0030, 0.1476], [-0.0416, 0.0229, -0.0169], [0.0412, -0.1100, -0.0416], [-0.0678, -0.0404, -0.0236], [0.0410, 0.0550, -0.0534], [-0.0310, -0.0063, 0.0568], [-0.0375, -0.0766, -0.0692], [0.0354, -0.1284, -0.1129], [-0.0596, -0.0648, -0.1167], [0.0395, 0.0821, -0.0737], [-0.0768, -0.0115, 0.2081], [0.0233, -0.1321, 0.0352], [0.0126, -0.0228, -0.0094], [-0.0089, 0.0565, -0.0421], [0.1094, 0.0780, 0.0462], [0.1053, 0.0194, 0.0570], [-0.1139, 0.0054, 0.0136], [-0.0355, 0.0137, -0.1104], [0.0019, 0.0841, -0.0644], [-0.0370, 0.0244, 0.0538], [0.1233, 0.0758, 0.0607]]}

{"formula": "C7H5Br3O2S", "method": "ωB97M-V/def2-TZVPD", "orbital_gap_ha": 0.30305, "homo_ev": -9.12, "charge": 0, "elements": ["Br", "Br", "Br", "S", "O", "O", "C", "C", "C", "C", "C", "C", "C", "H", "H", "H", "H", "H"], "coordinates": [[-1.8221, -0.5787, 1.8967], [-3.5440, -1.2283, -0.7262], [-3.9738, 1.4880, 0.8542], [-1.3656, 1.2542, -0.9170], [-0.5976, -1.8122, -0.9654], [-1.9708, 1.0092, -2.2013], [0.2596, -1.0750, -0.5220], [2.0801, 0.7662, 0.7456], [-2.7498, 0.0984, 0.3595], [0.3042, 0.3882, -0.9146], [2.1587, -0.6479, 0.9755], [1.3155, -1.5118, 0.3807], [1.2161, 1.2591, -0.1504], [2.9181, -1.0069, 1.6542], [2.7388, 1.4189, 1.2955], [0.5208, 0.4301, -1.9899], [1.1552, 2.3215, -0.3486], [1.3567, -2.5730, 0.5733]], "forces_ev_per_a": [[-0.0697, 0.0341, 0.0229], [-0.1361, 0.2008, 0.1357], [-0.0391, -0.0228, -0.0323], [-0.8304, -0.8751, 2.0345], [0.5122, 0.0554, 0.0127], [-0.4171, -0.0394, -1.5444], [-0.2914, 0.0342, -0.2705], [-0.3059, 0.7199, -0.4174], [1.5204, 0.7746, -0.8113], [-0.7361, -0.0446, 0.0045], [-0.3069, -0.7408, -0.1745], [0.4316, -0.2422, 0.4143], [0.5337, 0.1696, 0.3957], [0.0263, -0.1314, 0.0823], [0.0642, 0.1276, 0.0260], [-0.0522, 0.0229, 0.0202], [0.0821, 0.0656, 0.0469], [0.0144, -0.1085, 0.0548]]}

{"formula": "C6H9NS", "method": "ωB97M-V/def2-TZVPD", "relative_energy_kcal_mol": 38.8, "smiles": "C[C@@H]1[C@H]2CC(=S)CN12", "orbital_gap_ha": 0.30828, "homo_ev": -8.63, "charge": 0, "elements": ["S", "N", "C", "C", "C", "C", "C", "C", "H", "H", "H", "H", "H", "H", "H", "H", "H"], "coordinates": [[0.8075, -1.1048, 3.2119], [-0.6282, 0.8858, 0.0155], [-0.7040, -0.5047, -0.4204], [-0.0014, -0.6850, 1.8622], [0.6713, 0.8916, -2.1717], [0.4533, 0.3512, -0.7751], [-0.4917, -1.5337, 0.7040], [-0.3168, 0.7733, 1.4312], [0.2621, -2.2897, 0.5133], [1.2915, 1.8095, -2.1438], [-1.4945, -1.9470, 0.8526], [-1.2178, 1.1239, 1.9842], [-1.5196, -0.6605, -1.1354], [0.4635, 1.4764, 1.7181], [1.4121, 0.1255, -0.2862], [1.2397, 0.1428, -2.7612], [-0.2270, 1.1453, -2.5995]], "forces_ev_per_a": [[-0.6300, 0.1026, -0.8681], [0.3724, -0.3133, 1.0989], [0.0348, -0.7879, -0.9261], [0.0618, 1.0126, -0.2680], [2.6106, -0.3869, 1.1997], [0.7369, -0.2443, -1.0934], [-0.4613, 1.0384, -0.2098], [-0.5987, 0.7666, 1.4938], [-0.2310, -0.2974, -0.2845], [-0.2557, -0.4098, 0.0783], [0.3477, -0.4226, 0.5953], [0.4159, -0.4087, -0.0859], [0.5251, -0.3035, 0.0991], [0.2090, -0.1406, 0.0548], [-0.4802, -0.0066, 0.2329], [-0.5177, 0.4065, 0.1391], [-2.1395, 0.3948, -1.2562]]}

{"formula": "C16H20N4", "method": "ωB97M-V/def2-TZVPD", "relative_energy_kcal_mol": 79.8, "smiles": "c1cc[nH]c1.c1cc[nH]c1.c1cc[nH]c1.c1cc[nH]c1", "orbital_gap_ha": 0.31345, "homo_ev": -7.90, "charge": 0, "elements": ["N", "N", "N", "N", "C", "C", "C", "C", "C", "C", "C", "C", "C", "C", "C", "C", "C", "C", "C", "C", "H", "H", "H", "H", "H", "H", "H", "H", "H", "H", "H", "H", "H", "H", "H", "H", "H", "H", "H", "H"], "coordinates": [[5.4467, -0.4968, 2.9738], [-0.1132, 3.9085, 4.0880], [-1.1416, -2.5874, -2.0379], [-6.8396, -1.1753, -5.6831], [0.5431, 2.8709, 3.5479], [-0.1277, 4.8235, 3.0370], [5.9630, 0.1822, 4.0829], [-6.3994, -2.4523, -5.5878], [-0.3809, -2.7379, 0.0778], [-0.1616, -1.6383, -1.8743], [0.4597, 4.3509, 1.9130], [0.9195, 3.0679, 2.2540], [0.2977, -1.7308, -0.5923], [-1.2636, -3.3598, -0.9098], [-5.7631, -1.4463, -3.7392], [7.1496, 0.8409, 3.7481], [7.2808, 0.7261, 2.3674], [6.2275, -0.1134, 1.9304], [-5.6016, -2.5895, -4.5019], [-6.3974, -0.6105, -4.5365], [-6.5127, -3.0227, -6.4979], [-0.5539, 4.1044, 4.9755], [-0.6328, 5.7591, 3.2268], [-5.0256, -3.4760, -4.2812], [-7.3042, -0.6770, -6.4287], [-6.5636, 0.4412, -4.3557], [0.0921, -0.9636, -2.6785], [-1.5838, -2.7871, -2.9237], [-5.2930, -1.0340, -2.8587], [6.0676, -0.5107, 0.9389], [1.4394, 2.3587, 1.6269], [-1.8909, -4.2378, -0.9557], [0.5440, 1.9358, 4.0883], [7.9747, 1.2866, 1.7585], [0.4547, 4.8168, 0.9387], [5.3986, -0.0218, 4.9808], [4.6367, -1.0783, 2.8132], [1.0667, -1.0557, -0.2467], [7.8416, 1.4934, 4.2596], [-0.2534, -3.1640, 1.0619]], "forces_ev_per_a": [[1.8629, 1.8167, -0.3238], [0.2027, 1.9780, -2.4947], [0.5258, -0.3751, -0.0609], [0.1536, 0.3860, 1.1260], [0.3400, -3.2560, 1.2930], [-1.5062, 1.8381, 1.3028], [-0.4228, -1.2464, 0.7274], [0.3738, -0.9211, -3.0534], [-2.1889, -2.8976, -1.7285], [-0.7888, -0.2348, -0.4818], [-0.1553, 0.1586, -0.1092], [0.0858, -0.3617, 0.0689], [0.7095, 1.1730, -0.1686], [1.6142, 2.0459, 1.2135], [1.8582, 0.7289, 1.1788], [-1.4649, 0.1308, 0.0733], [-1.7114, -1.4369, -1.3043], [1.6508, 0.5802, -1.0165], [-0.0905, -2.5976, 0.3521], [-2.1385, 4.2681, -0.4933], [0.0879, -0.6126, 0.3669], [0.3822, -0.5964, -0.2249], [0.0931, 0.1020, -0.2537], [-0.2016, -0.0356, 0.1193], [0.0828, -0.5224, 0.2027], [-0.2168, 0.0085, 0.0181], [-0.0102, -0.0542, 0.1518], [0.0477, 0.0330, 0.2641], [0.1108, -0.7108, 0.1925], [-0.1371, 0.1210, 0.0248], [-0.1139, 0.0093, 0.1290], [0.0150, 0.1661, 0.4563], [0.4565, -0.0117, 0.0748], [0.0535, -0.4168, -0.1026], [0.2177, 0.1354, 0.2122], [0.5357, 0.4298, 0.3728], [0.1283, 0.2741, 0.7540], [-0.0671, -0.1654, 0.3647], [-0.5026, -0.2531, 0.7904], [0.1284, 0.3227, -0.0140]]}

{"formula": "C4H7HgO", "method": "ωB97M-V/def2-TZVPD", "relative_energy_kcal_mol": 3.0, "orbital_gap_ha": [0.22619, 0.23282], "homo_ev": [-13.75, -13.84], "charge": 1, "elements": ["Hg", "O", "C", "C", "C", "C", "H", "H", "H", "H", "H", "H", "H"], "coordinates": [[-0.2542, -2.8317, -1.2124], [-1.0228, -1.4521, -2.1907], [0.1873, 1.4728, 0.7573], [0.4171, -0.0112, 1.0070], [-0.7677, -0.5903, -1.2094], [0.2997, -0.6680, -0.3453], [1.2138, -1.1694, -0.7099], [-1.4191, 0.2903, -1.2753], [-0.6402, 1.5940, -0.0429], [1.1084, 1.9863, 0.4486], [1.4263, -0.1834, 1.4119], [-0.3458, -0.3959, 1.7010], [-0.2029, 1.9585, 1.6602]], "forces_ev_per_a": [[2.8664, -6.9349, 2.9812], [-2.4541, 4.8804, -2.3951], [-1.4045, 0.9566, -0.5411], [-0.0403, 0.1629, -0.3795], [-0.4248, 1.9052, -1.4569], [0.1592, -1.0680, 0.9466], [-0.0356, 0.3419, -0.2593], [0.1243, -0.2466, 0.2708], [1.5213, 0.2277, 1.3783], [-0.4370, -0.1471, -0.0974], [-0.5155, -0.0708, -0.0323], [0.3896, 0.0157, -0.2137], [0.2510, -0.0230, -0.2017]]}